# 1
The following is a DFT calculation (ωB97M-V with the def2-TZVPD basis set) of a single C3H3FP2 molecule in a non-equilibrium geometry.

The geometry in ORCA input format:
```
! RIJCOSX wB97M-V def2-TZVPD def2/J DEFGRID3
* xyz 0 3
C -0.279 -1.182 0.023
C -1.353 -0.226 0.041
C 1.373 0.909 -0.157
F -2.524 -0.796 -0.057
P 1.341 -0.795 -0.091
P -1.234 1.458 0.010
H -0.594 -2.131 0.204
H 1.512 1.233 0.990
H 1.757 1.529 -0.963
*
```

Computed properties:
- HOMO-LUMO gap (alpha / beta) (eV) = 5.8 / 5.8
- ⟨S²⟩ = 2.020
- LUMO level (alpha / beta) (eV) = -0.85 / -2.61

Results of the Mulliken charge analysis, in e, for atoms 1 through 8:
1. C -0.2749
2. C 0.2836
3. C -0.7518
4. F -0.2249
5. P -0.1046
6. P -0.0149
7. H 0.3904
8. H 0.3012


# 2
The following is a DFT calculation (ωB97M-V with the def2-TZVPD basis set) of a single C3H3FS molecule in a non-equilibrium geometry.

The geometry in ORCA input format:
```
! RIJCOSX wB97M-V def2-TZVPD def2/J DEFGRID3
* xyz 0 1
C 0.350 -1.102 0.463
C -0.834 -0.458 0.572
C -0.855 0.824 -0.102
H 1.292 -0.707 0.106
H -1.556 -0.863 1.313
H -1.740 1.375 -0.001
F 0.587 -2.302 1.035
S 0.297 1.583 -1.021
*
```

Computed properties:
- SMILES string = F/C=C/C=S
- HOMO-LUMO gap (eV) = 7.9
- LUMO level (eV) = -0.94

Calculated atomic charges, method Mulliken, unit e:
1. C -0.0769
2. C -0.0811
3. C -0.3265
4. H 0.3176
5. H 0.3156
6. H 0.3198
7. F -0.2236
8. S -0.2449


# 3
The following is a DFT calculation (ωB97M-V with the def2-TZVPD basis set) of a molecular structure, C3H3HgO2 in a non-equilibrium geometry.

The geometry in ORCA input format:
```
! RIJCOSX wB97M-V def2-TZVPD def2/J DEFGRID3
* xyz 1 1
C -2.153 -1.231 -0.235
C -0.806 -0.579 -0.107
H -2.191 -2.235 0.215
H -2.920 -0.569 0.196
H -2.358 -1.283 -1.320
O 0.244 -1.270 -0.058
C 2.384 0.773 -0.306
Hg -0.584 1.497 0.018
O 1.543 1.230 0.316
*
```

Computed properties:
- HOMO-LUMO gap (alpha / beta) (eV) = 8.0 / 8.0
- LUMO level (alpha / beta) (eV) = -6.89 / -6.89

Results of the Mulliken charge analysis, in e, for atoms 1 through 8:
1. C -0.7750
2. C 0.5154
3. H 0.2980
4. H 0.3384
5. H 0.2997
6. O -0.3541
7. C 0.2612
8. Hg 0.6575


# 4
The following is a DFT calculation (ωB97M-V with the def2-TZVPD basis set) of 2 unconnected molecules or ions with the total composition C3H3I in a non-equilibrium geometry.

The geometry in ORCA input format:
```
! RIJCOSX wB97M-V def2-TZVPD def2/J DEFGRID3
* xyz 0 1
C 1.359 -0.102 -1.958
C 0.235 -0.531 -1.828
C -1.195 0.254 1.232
I -0.070 -0.306 2.795
H 2.409 0.294 -1.902
H -0.588 0.527 0.447
H -2.150 -0.136 1.212
*
```

Computed properties:
- HOMO-LUMO gap (alpha / beta) (eV) = 4.5 / 4.5
- LUMO level (alpha / beta) (eV) = -3.88 / -3.88

Calculated atomic charges, method Mulliken, unit e:
1. C -0.0423
2. C -0.7851
3. C -0.4263
4. I 0.3808
5. H 0.3161
6. H 0.2345
7. H 0.3223


# 5
The following is a DFT calculation (ωB97M-V with the def2-TZVPD basis set) of a single C3H3I2N molecule in a non-equilibrium geometry.

The geometry in ORCA input format:
```
! RIJCOSX wB97M-V def2-TZVPD def2/J DEFGRID3
* xyz 0 1
C 0.011 -0.998 -0.028
C -0.187 0.299 0.067
C -0.329 -1.907 1.057
N 0.593 1.207 -0.550
I -1.974 -1.268 2.150
I 1.747 1.210 -2.384
H 0.675 -1.300 -0.795
H -0.828 0.661 0.866
H 0.291 2.096 -0.383
*
```

Computed properties:
- HOMO-LUMO gap (eV) = 6.1
- LUMO level (eV) = -1.78

Results of the Mulliken charge analysis, in e, for atoms 1 through 8:
1. C -0.1029
2. C 0.1647
3. C -0.4232
4. N -0.5568
5. I 0.0316
6. I 0.2167
7. H 0.2046
8. H 0.1338


# 6
The following is a DFT calculation (ωB97M-V with the def2-TZVPD basis set) of 2 unconnected molecules or ions with the total composition C3H3I2N in a non-equilibrium geometry.

The geometry in ORCA input format:
```
! RIJCOSX wB97M-V def2-TZVPD def2/J DEFGRID3
* xyz 0 1
C -0.815 -0.700 0.996
C 0.163 -1.093 0.167
C -0.106 0.370 0.295
N 0.324 1.464 -0.133
I -0.135 -2.173 -3.036
I 0.112 3.566 1.038
H -1.655 -0.909 1.606
H 0.934 -1.910 -0.232
H 1.178 1.386 -0.701
*
```

Computed properties:
- HOMO-LUMO gap (alpha / beta) (eV) = 3.1 / 2.7
- LUMO level (alpha / beta) (eV) = -3.94 / -4.13

Results of the Mulliken charge analysis, in e, for atoms 1 through 8:
1. C -0.2372
2. C -0.3179
3. C 0.4887
4. N -0.5736
5. I -0.7320
6. I 0.2760
7. H 0.3651
8. H 0.3813


# 7
The following is a DFT calculation (ωB97M-V with the def2-TZVPD basis set) of a single C3H3IN2O molecule in a non-equilibrium geometry.

The geometry in ORCA input format:
```
! RIJCOSX wB97M-V def2-TZVPD def2/J DEFGRID3
* xyz 0 1
C 1.559 1.587 -0.404
C -0.003 -0.120 0.766
C -0.842 -1.249 0.234
N 2.258 2.493 -0.464
N 0.627 0.682 -0.628
O 0.298 0.304 1.805
I -2.724 -0.266 -0.287
H -1.236 -1.850 1.043
H -0.656 -1.542 -0.767
H 0.720 -0.040 -1.298
*
```

Computed properties:
- SMILES string = N#CNC(=O)CI
- HOMO-LUMO gap (eV) = 8.8
- LUMO level (eV) = -1.05

Results of the Mulliken charge analysis, in e, for atoms 1 through 8:
1. C 0.3446
2. C 0.6446
3. C -1.0007
4. N -0.4552
5. N -0.3174
6. O -0.3828
7. I 0.1584
8. H 0.4118


# 8
The following is a DFT calculation (ωB97M-V with the def2-TZVPD basis set) of 2 unconnected molecules or ions with the total composition C3H3IN2S in a non-equilibrium geometry.

The geometry in ORCA input format:
```
! RIJCOSX wB97M-V def2-TZVPD def2/J DEFGRID3
* xyz 0 1
C -0.117 0.029 -0.942
C -1.430 -0.507 -0.930
C 0.167 0.551 0.367
N -2.160 -0.138 0.124
N 1.380 0.873 0.636
S -1.334 0.527 1.350
I 3.166 -1.521 1.026
H 0.728 -0.134 -1.477
H -1.998 -0.790 -1.814
H 1.597 1.108 1.660
*
```

Computed properties:
- HOMO-LUMO gap (alpha / beta) (eV) = 6.2 / 7.9
- LUMO level (alpha / beta) (eV) = -2.70 / -1.99

Results of the Mulliken charge analysis, in e, for atoms 1 through 8:
1. C -0.3049
2. C -0.2563
3. C 0.3988
4. N -0.3403
5. N -0.6682
6. S 0.0978
7. I -0.0225
8. H 0.4443


# 9
The following is a DFT calculation (ωB97M-V with the def2-TZVPD basis set) of a single C3H3IN4 molecule in a non-equilibrium geometry.

The geometry in ORCA input format:
```
! RIJCOSX wB97M-V def2-TZVPD def2/J DEFGRID3
* xyz 0 1
C 1.852 -0.752 -0.073
C 0.519 -0.761 -0.033
C -1.453 0.257 0.088
N -0.166 0.381 -0.076
N -2.000 1.465 0.122
N 0.118 1.687 -0.138
N -0.992 2.298 -0.021
I -2.668 -1.417 0.247
H 2.432 -1.654 -0.017
H 2.393 0.176 -0.154
H -0.036 -1.680 0.054
*
```

Computed properties:
- SMILES string = C=Cn1nnnc1I
- HOMO-LUMO gap (eV) = 9.9
- LUMO level (eV) = -0.07

Results of the Mulliken charge analysis, in e, for atoms 1 through 8:
1. C -0.8467
2. C 0.4949
3. C 0.2522
4. N 0.4970
5. N -0.3247
6. N -0.3663
7. N -0.3435
8. I 0.1573


# 10
The following is a DFT calculation (ωB97M-V with the def2-TZVPD basis set) of a molecular structure, C3H3INOS in a non-equilibrium geometry.

The geometry in ORCA input format:
```
! RIJCOSX wB97M-V def2-TZVPD def2/J DEFGRID3
* xyz -1 1
C -0.331 0.658 -1.492
C -0.432 -0.110 0.949
C 0.329 0.216 -0.285
N -0.157 -1.479 0.653
O -1.352 0.284 -2.026
S 0.593 2.075 -1.786
I 1.526 -2.260 1.487
H -0.076 0.321 1.890
H -1.504 0.070 0.830
H 1.403 0.227 -0.220
*
```

Computed properties:
- HOMO-LUMO gap (alpha / beta) (eV) = 6.7 / 6.7
- LUMO level (alpha / beta) (eV) = 2.80 / 2.80

Results of the Mulliken charge analysis, in e, for atoms 1 through 8:
1. C 0.3269
2. C -0.2026
3. C -0.2542
4. N -0.5788
5. O -0.6019
6. S -0.5061
7. I -0.0675
8. H 0.2548


# 11
The following is a DFT calculation (ωB97M-V with the def2-TZVPD basis set) of 2 unconnected molecules or ions with the total composition C3H3IO2 in a non-equilibrium geometry.

The geometry in ORCA input format:
```
! RIJCOSX wB97M-V def2-TZVPD def2/J DEFGRID3
* xyz 0 1
C -0.007 0.456 2.047
C -0.357 -0.135 -1.381
C 0.798 0.319 -0.645
O 0.224 1.181 2.928
O 0.461 -0.988 -0.580
I -1.241 -1.238 1.928
H -1.344 0.052 -0.980
H -0.307 -0.334 -2.448
H 1.775 0.687 -0.868
*
```

Computed properties:
- HOMO-LUMO gap (alpha / beta) (eV) = 8.4 / 7.3
- LUMO level (alpha / beta) (eV) = 0.14 / -1.00

Results of the Mulliken charge analysis, in e, for atoms 1 through 8:
1. C 0.1491
2. C -0.0815
3. C -0.2367
4. O -0.2837
5. O -0.2630
6. I 0.0539
7. H 0.1559
8. H 0.2376


# 12
The following is a DFT calculation (ωB97M-V with the def2-TZVPD basis set) of a molecular structure, C3H3InO in a non-equilibrium geometry.

The geometry in ORCA input format:
```
! RIJCOSX wB97M-V def2-TZVPD def2/J DEFGRID3
* xyz 1 2
C -0.915 -0.215 -0.750
C -2.106 -0.745 0.077
C -1.458 0.587 0.202
H -2.024 -1.482 0.889
H -3.055 -0.854 -0.470
H -1.846 1.599 0.334
O 1.284 0.707 0.787
In 1.068 -0.422 -0.690
*
```

Computed properties:
- HOMO-LUMO gap (alpha / beta) (eV) = 6.4 / 6.4
- ⟨S²⟩ = 0.776
- LUMO level (alpha / beta) (eV) = -8.18 / -8.16

Calculated atomic charges, method Mulliken, unit e:
1. C -0.0212
2. C -0.3620
3. C -0.2136
4. H 0.2413
5. H 0.2363
6. H 0.3448
7. O -0.3089
8. In 1.0834


| no. | DFT total energy (hartree) |
| --- | --- |
| 1 | -898.4673 |
| 2 | -614.1003 |
| 3 | -419.6381 |
| 4 | -413.4796 |
| 5 | -766.0854 |
| 6 | -766.0609 |
| 7 | -598.4993 |
| 8 | -921.4155 |
| 9 | -632.7393 |
| 10 | -941.9592 |
| 11 | -564.1113 |
| 12 | -380.8985 |